# 1
The following is a quantum chemistry calculation of a structure of composition C5H14AgBrNO2 in a non-equilibrium geometry, from the OMol25 dataset.

As for the molar mass: 307.9 g/mol. Its HOMO energy is -3.0 eV. Its net charge is -1. The frontier orbital gap comes out at 5.684 eV. Its strongest force on any atom is 0.0319 Eh/bohr. The multiplicity is 1. For the energy relative to the best compared isomer or geometry (same formula, charge and spin), the calculation gives 0.0 kcal per mole.

Geometry (Å):
Ag  -1.01850  -0.14673  1.49199
C  -3.33890  -0.62997  -0.55728
O  -3.42138  -0.41399  0.79989
H  -3.77187  0.23393  -1.10985
H  -2.33136  -0.83090  -0.98658
H  -3.95943  -1.50621  -0.86863
Br  -1.44749  2.12988  3.05607
C  0.87961  -1.35119  -1.37981
C  1.60262  -0.93669  -0.09091
C  1.69321  0.56288  0.12088
O  0.46595  1.18968  -0.05825
C  0.52504  2.59527  0.06470
N  0.88906  -1.58426  1.05772
H  1.65135  -1.43235  -2.14631
H  0.11624  -0.62749  -1.65987
H  0.36234  -2.30113  -1.25536
H  2.61606  -1.35244  -0.08389
H  2.51684  0.93561  -0.51323
H  2.03582  0.81184  1.13998
H  1.14268  2.97215  -0.76299
H  1.03137  2.88128  0.99408
H  -0.46358  3.03670  0.09509
H  0.65955  -2.54867  0.84254
H  1.56475  -1.68720  1.81002

Atomic forces in eV per Å
-1.527 0.256 0.411
-0.884 0.038 0.515
1.613 -0.288 -0.066
0.232 -0.047 -0.322
0.044 0.116 -0.018
0.081 -0.031 -0.175
0.400 -0.300 -0.138
0.447 0.466 0.141
-0.853 -1.095 0.620
0.813 0.212 0.629
-0.419 -0.155 -0.684
1.004 0.204 0.154
0.403 0.283 0.178
-0.336 -0.048 -0.333
0.091 0.079 -0.035
0.195 -0.127 -0.050
0.132 0.283 -0.290
-0.433 0.233 -0.411
0.051 -0.404 0.079
-0.260 0.215 -0.085
-0.153 -0.096 0.089
-0.164 -0.304 -0.159
-0.228 0.136 -0.319
-0.251 0.374 0.266

Mulliken population analysis, charges in e, atoms 1 to 4: 0.469, -0.294, -0.828, 0.174

---

# 2
The following is a quantum chemistry calculation of a structure of composition C5H14AuClInO in a non-equilibrium geometry, from the OMol25 dataset.

As for the molar mass: 437.4 g/mol. Its HOMO energy (spin up / spin down) is -3.5 / -3.7 eV. Its net charge is -1. The frontier orbital gap (spin up / spin down) comes out at 6.216 / 3.003 eV. The expectation value of S² is 2.015. Its strongest force on any atom is 0.0607 Eh/bohr. The multiplicity is 3. For the energy relative to the best compared isomer or geometry (same formula, charge and spin), the calculation gives 40.9 kcal per mole.

Geometry (Å):
Au  0.76392  0.11240  0.11355
Cl  -2.91004  -2.94011  0.37369
C  0.02838  -1.56965  1.11251
H  0.48636  -1.53760  2.10694
H  0.28436  -2.49841  0.55826
H  -1.07294  -1.52306  1.13921
In  0.52419  -0.61182  -2.58927
C  -1.07478  0.31884  -3.75882
C  0.45701  -2.81049  -2.75233
C  2.11289  0.49786  -1.65703
H  1.43967  -3.23196  -2.50262
H  -0.31015  -3.23283  -2.08959
H  0.22574  -3.05273  -3.79927
H  -0.85029  1.37517  -3.94940
H  -1.13314  -0.19161  -4.72857
H  -2.04746  0.23532  -3.26083
H  3.10415  0.05774  -1.47277
H  2.14412  1.59529  -1.71504
C  -0.11461  1.81026  2.42354
O  -0.22076  0.54569  1.84597
H  -0.87276  2.48976  1.98477
H  0.88740  2.27679  2.34660
H  -0.39819  1.62822  3.47446

Atomic forces in eV per Å
0.947 0.335 -1.397
0.106 0.086 0.013
0.055 -3.081 -0.490
-0.285 -0.128 -0.326
0.074 0.438 0.317
0.176 0.306 0.015
-0.143 -0.458 -0.237
0.173 0.199 -0.049
0.310 0.324 -0.086
-0.527 0.178 0.985
-0.285 -0.024 -0.012
0.197 0.145 -0.194
-0.015 -0.063 0.282
-0.157 -0.156 0.068
-0.035 0.043 0.187
0.202 0.016 -0.074
-0.455 0.127 -0.018
0.078 -0.395 -0.272
-0.660 -0.236 -0.171
-0.094 1.735 1.044
0.342 0.162 0.187
-0.294 -0.132 0.170
0.292 0.579 0.058

Mulliken population analysis, charges in e, atoms 1 to 4: 0.398, -0.376, -0.813, 0.377

---

# 3
The following is a quantum chemistry calculation of a structure of composition C5H14Br2N4O in a non-equilibrium geometry, from the OMol25 dataset.

As for the molar mass: 306.0 g/mol. Its HOMO energy is -17.3 eV. Its net charge is +2. The frontier orbital gap comes out at 8.615 eV. Its strongest force on any atom is 0.0975 Eh/bohr. The multiplicity is 1. For the energy relative to the best compared isomer or geometry (same formula, charge and spin), the calculation gives 0.0 kcal per mole.

Geometry (Å):
C  0.34629  -0.09898  -0.06637
C  -3.57727  -1.91323  2.30869
C  3.24881  0.57771  -1.11843
C  1.88972  1.84522  -2.70430
C  -2.86958  -1.31956  1.13585
N  0.71419  0.87648  -0.93712
N  -0.75721  0.15459  0.82065
N  1.82243  0.75306  -1.74742
N  -1.14862  -0.94582  1.68611
O  0.76519  -1.19464  -0.09199
Br  -1.27812  1.86500  1.36405
Br  -1.00876  -0.34100  3.64612
H  -4.28357  -1.21857  2.70726
H  -4.01530  -2.91002  2.10581
H  -2.73016  -1.98578  3.07930
H  4.06554  0.45443  -1.79170
H  3.48976  1.49528  -0.60829
H  3.11196  -0.27816  -0.39945
H  2.65571  1.58304  -3.40715
H  0.96255  2.09598  -3.09739
H  2.28402  2.72766  -2.27989
H  -3.20275  -0.35027  0.77265
H  -2.43231  -1.92148  0.32686
H  0.60203  1.86593  -0.73940
H  1.85369  -0.11705  -2.37190
H  -0.50821  -1.69982  1.40744

Atomic forces in eV per Å
-2.003 0.881 1.611
1.737 -0.648 0.257
-1.730 -0.424 2.704
1.356 0.503 -0.254
2.123 -0.244 0.377
-0.321 1.887 0.414
0.375 0.350 -0.085
3.471 -2.864 -2.211
-1.521 3.063 -0.257
1.491 -2.771 -0.365
0.130 -0.394 -0.607
0.360 -1.220 -1.582
-0.615 0.247 0.221
0.329 0.601 0.176
-1.644 -0.543 -0.672
-0.089 -0.598 -1.252
-0.248 0.330 0.533
0.563 0.905 -0.807
-0.078 -0.295 -0.835
-1.710 -0.084 -1.083
0.342 0.990 1.161
0.226 0.038 0.171
-0.893 -0.178 0.223
-0.555 -0.178 0.389
-1.308 0.922 1.281
0.211 -0.276 0.490

Mulliken population analysis, charges in e, atoms 1 to 4: 0.668, -0.830, -0.754, -0.943

---

# 4
The following is a quantum chemistry calculation of a structure of composition C5H14Br2OPYb, from the OMol25 dataset.

As for the molar mass: 454.0 g/mol. Its HOMO energy is -9.7 eV. Its net charge is +1. The frontier orbital gap comes out at 2.989 eV. Its strongest force on any atom is 0.0176 Eh/bohr. The multiplicity is 1. For the energy relative to the best compared isomer or geometry (same formula, charge and spin), the calculation gives 0.0 kcal per mole.

Geometry (Å):
C  3.13935  -1.04105  -0.66005
O  2.57109  0.06571  -1.33028
C  2.17599  1.13075  -0.48930
P  0.52268  0.85237  0.33850
C  -1.29582  0.49234  1.23852
Br  -2.37145  2.06472  1.53624
C  -2.17473  -0.40072  0.43996
C  -2.36073  -0.15325  -1.03428
Br  -1.40543  -2.30778  0.65974
H  3.60306  -0.73911  0.28505
H  2.39426  -1.81941  -0.45210
H  3.90761  -1.46386  -1.31118
H  2.08610  2.01071  -1.13287
H  2.92770  1.33169  0.28755
H  -0.26708  1.43807  -0.75679
H  0.57462  2.13497  1.01457
H  1.08692  0.16053  1.51243
H  0.32037  -0.49578  -0.29975
H  -1.08181  0.06994  2.21899
H  -3.19469  -0.44447  0.94684
H  -1.38789  -0.09947  -1.52367
H  -2.97187  -0.91632  -1.52294
H  -2.85787  0.81491  -1.13101
Yb  -3.94037  -2.68546  1.16586

Atomic forces in eV per Å
0.013 0.013 -0.046
0.163 -0.029 0.009
-0.106 -0.043 -0.049
0.250 -0.036 -0.212
-0.113 -0.243 0.089
-0.019 0.170 -0.030
-0.248 0.339 0.001
0.090 0.093 0.019
0.875 -0.188 -0.120
0.011 -0.019 -0.044
-0.003 0.093 0.039
-0.065 0.005 0.051
0.003 -0.012 0.082
0.006 -0.028 -0.058
0.045 0.022 0.095
-0.045 -0.035 0.042
-0.046 0.024 -0.060
0.033 0.097 -0.020
-0.111 0.050 0.030
-0.108 -0.432 0.055
-0.067 -0.027 0.011
-0.022 0.003 0.050
0.041 -0.037 -0.043
-0.577 0.219 0.111

Mulliken population analysis, charges in e, atoms 1 to 4: -0.632, -0.382, -0.748, 0.492

---

# 5
The following is a quantum chemistry calculation of a structure of composition C5H14Cl2O5V in a non-equilibrium geometry, from the OMol25 dataset.

As for the molar mass: 276.0 g/mol. Its HOMO energy (spin up / spin down) is -12.2 / -12.4 eV. Its net charge is +1. The frontier orbital gap (spin up / spin down) comes out at 8.629 / 3.263 eV. The expectation value of S² is 6.008. Its strongest force on any atom is 0.0628 Eh/bohr. The multiplicity is 5.

Geometry (Å):
V  -21.45408  -16.72865  -16.40749
Cl  -23.28746  -15.31185  -15.33804
Cl  -19.53713  -18.00425  -17.56987
C  -22.42306  -16.26545  -19.28911
O  -21.71683  -15.50223  -18.30123
H  -23.50418  -16.25346  -19.15075
H  -22.21980  -16.03365  -20.33459
H  -22.05801  -17.29069  -19.22802
H  -21.66684  -14.57230  -18.53432
C  -22.95057  -19.55789  -16.20747
O  -22.81978  -18.39173  -16.96139
H  -23.36245  -20.32229  -16.86635
H  -21.94801  -19.81128  -15.86286
H  -23.65825  -19.35535  -15.40357
H  -23.67558  -18.35339  -17.39467
C  -20.43463  -13.44879  -13.82125
O  -19.33511  -13.29401  -14.66176
C  -19.21356  -14.10685  -15.70031
O  -20.00696  -15.09092  -15.90087
O  -18.22305  -13.72564  -16.45754
C  -17.85802  -14.43973  -17.62613
H  -20.82927  -14.44920  -13.64370
H  -21.34080  -12.98463  -14.21050
H  -20.30623  -12.96314  -12.85391
H  -17.72518  -13.77098  -18.47655
H  -18.33714  -15.37700  -17.90915
H  -16.87970  -14.84476  -17.36743

Atomic forces in eV per Å
-1.545 2.582 0.251
1.165 -1.171 -0.594
0.112 -0.027 0.023
-0.044 -0.686 -0.574
0.119 -1.071 -0.201
0.040 0.188 0.267
0.222 0.764 0.175
-0.107 -0.072 0.353
-0.157 0.130 0.267
-0.055 -1.085 0.836
0.370 1.388 -1.041
0.253 -0.354 0.282
-0.279 -0.368 0.257
0.258 -0.342 0.327
-0.011 1.079 -0.391
-2.890 0.013 1.443
1.130 -0.718 -1.414
-2.488 -1.468 0.576
2.074 1.533 -0.030
-0.982 -0.102 0.170
2.052 -1.099 -0.320
0.904 -0.388 -0.185
0.249 0.377 -0.604
0.840 -0.056 -0.257
-0.402 0.082 0.283
-1.230 0.520 0.330
0.402 0.352 -0.231

Mulliken population analysis, charges in e, atoms 1 to 4: 0.823, -0.535, 0.072, -0.669

---

# 6
The following is a quantum chemistry calculation of a structure of composition C5H14Cl3MnO4 in a non-equilibrium geometry, from the OMol25 dataset.

As for the molar mass: 299.5 g/mol. Its HOMO energy (spin up / spin down) is -12.1 / -12.1 eV. Its net charge is +1. The frontier orbital gap (spin up / spin down) comes out at 3.284 / 3.354 eV. The expectation value of S² is 8.758. Its strongest force on any atom is 0.0624 Eh/bohr. The multiplicity is 6. For the energy relative to the best compared isomer or geometry (same formula, charge and spin), the calculation gives 3.5 kcal per mole.

Geometry (Å):
Mn  2.75868  2.06770  -2.85534
Cl  0.75883  0.77195  -2.13175
C  -1.77773  3.20132  0.69120
C  -2.32358  2.95305  2.09084
O  -3.69847  2.61252  1.87742
O  -1.55726  1.98329  0.06157
H  -0.81877  3.71379  0.76772
H  -2.33642  3.87717  0.04375
H  -2.25363  3.87036  2.67543
H  -1.68805  2.21772  2.58431
H  -3.76271  1.75948  1.44178
H  -0.95708  2.09377  -0.67950
C  1.85194  -3.71180  -1.08975
C  0.43249  -3.12961  -1.15239
O  0.11189  -2.50134  -2.36225
O  2.82908  -2.69308  -1.20745
H  2.03046  -4.47411  -1.84812
H  2.02473  -4.11166  -0.09057
H  0.28374  -2.46975  -0.29765
H  -0.23516  -3.96501  -0.94158
H  0.23982  -1.55454  -2.26846
H  2.95100  -2.43517  -2.12408
C  0.99410  -0.05425  1.23682
Cl  1.20512  1.50219  2.11018
Cl  1.21967  -1.39595  2.35007
H  0.03384  -0.11274  0.72438
H  1.68349  -0.01529  0.39342

Atomic forces in eV per Å
-2.430 -1.618 0.960
2.477 1.786 -0.989
1.637 1.428 0.529
-0.671 0.493 -1.890
0.148 0.033 1.197
-0.070 -1.648 -0.614
0.477 0.163 0.382
-0.853 -0.084 0.400
-0.409 -0.007 -0.021
-0.327 -0.389 0.027
0.195 -0.116 -0.018
-0.174 0.088 0.016
-0.322 0.698 0.000
0.521 -0.907 1.013
0.000 0.026 -0.507
0.566 0.777 0.026
-0.222 -0.151 0.021
-0.206 -0.295 -0.084
0.173 0.282 0.032
-0.334 -0.056 -0.445
0.006 -0.169 0.016
-0.221 -0.295 -0.119
0.020 0.494 -0.436
-0.219 -0.262 -0.427
0.047 0.048 -0.458
-0.368 0.203 0.797
0.559 -0.525 0.591

Mulliken population analysis, charges in e, atoms 1 to 4: 1.244, -0.313, -0.353, -0.393